ORCA calculation (ωB97M-V with the def2-TZVPD basis set) on C31H33Cl3N4O5PRuSTe as an isolated structure.

Cartesian coordinates (Å):
Ru: -0.15269 -0.04014 0.35387
Cl: -0.14655 -1.06001 -7.04589
C: -0.32426 -0.56730 -5.38504
C: -0.33987 -1.52458 -4.38521
C: -0.48432 -1.09620 -3.08221
Cl: -0.47012 -2.25372 -1.78226
C: -0.62428 0.24902 -2.70169
O: -0.79467 0.64283 -1.47378
C: -0.56448 1.17148 -3.76473
Cl: -0.61254 2.86542 -3.39644
C: -0.42782 0.78074 -5.08287
H: -0.23734 -2.57398 -4.61508
H: -0.39149 1.52569 -5.86332
C: 5.01297 1.15271 -1.16813
N: 3.61912 0.79203 -0.98775
C: 2.60241 1.81696 -1.25399
C: 3.12217 -0.43134 -0.71294
O: 1.88735 -0.58499 -0.76921
N: 3.90156 -1.50024 -0.35899
C: 5.33570 -1.60127 -0.19390
C: 3.26356 -2.79887 -0.21393
H: 5.04343 2.16296 -1.56579
H: 5.51674 0.50750 -1.89073
H: 5.57170 1.16064 -0.23075
H: 3.11264 2.76143 -1.41995
H: 1.92662 1.93747 -0.40637
H: 2.00906 1.57041 -2.13609
H: 5.84470 -0.65032 -0.24736
H: 5.75689 -2.26377 -0.95691
H: 5.55089 -2.04065 0.78374
H: 2.18611 -2.70087 -0.25806
H: 3.55930 -3.23988 0.74195
H: 3.58932 -3.47395 -1.01218
S: -0.14657 -4.46511 2.31423
C: 0.12801 -2.80566 1.98067
N: -0.79151 -2.19402 1.30229
C: -1.83427 -3.06548 0.99464
C: -2.99573 -2.71203 0.30300
C: -3.94370 -3.68621 0.09106
C: -3.75125 -4.99637 0.55633
C: -2.61413 -5.35204 1.24645
C: -1.65223 -4.36466 1.46574
H: 1.01421 -2.29175 2.32257
H: -3.12275 -1.69808 -0.04999
H: -4.85039 -3.43835 -0.44210
H: -4.51410 -5.74013 0.37030
H: -2.47736 -6.36084 1.60692
C: -3.94562 2.12706 -1.54815
C: -3.72139 3.15572 -0.46757
O: -2.31485 3.39717 -0.27442
P: -1.37629 2.80031 0.84473
O: -0.01383 2.46353 0.35021
Te: -2.37342 0.84224 1.83041
O: -1.25992 3.94621 1.94278
C: -2.44850 4.49040 2.53467
C: -2.03256 5.42604 3.64268
H: -5.01654 1.94317 -1.65025
H: -3.44735 1.19136 -1.29587
H: -3.55527 2.47907 -2.50032
H: -4.16526 2.83967 0.48117
H: -4.14061 4.12677 -0.73670
H: -3.06200 3.66816 2.92197
H: -3.01722 5.01271 1.76038
H: -1.47505 4.89018 4.40942
H: -2.91525 5.86928 4.10263
H: -1.40250 6.22562 3.25609
N: 3.99329 1.20097 9.41999
C: 3.59959 1.04151 8.35307
C: 3.10503 0.84285 7.01569
C: 3.98289 0.47707 5.99853
C: 3.50298 0.28787 4.71689
C: 2.14439 0.46008 4.43672
C: 1.27264 0.82877 5.46582
C: 1.74884 1.01942 6.74845
C: 1.63827 0.26456 3.11206
C: 1.21578 0.12008 1.97674
H: 5.03410 0.34539 6.21690
H: 4.17377 0.00909 3.91658
H: 0.22412 0.96599 5.24012
H: 1.07814 1.30510 7.54764

energy above the lowest of the compared OMol25 structures with the same formula, charge and spin: 0.00 kcal per mole
E_LUMO (alpha / beta): 0.186 / -1.335 eV
multiplicity: 6
charge: 0

---

ORCA calculation (ωB97M-V with the def2-TZVPD basis set) on H4KO2 as an isolated structure.

Cartesian coordinates (Å):
K: 17.79753 -14.97012 7.97855
O: 16.39884 -13.63288 12.19707
H: 16.51541 -14.22618 12.93911
H: 16.98393 -12.89843 12.38280
O: 21.69026 -15.11124 11.10436
H: 21.47614 -15.13216 12.03706
H: 22.59842 -15.41041 11.05984

energy above the lowest of the compared OMol25 structures with the same formula, charge and spin: 20.36 kcal per mole
E_LUMO: -4.388 eV
charge: +1